No. 1
A molecular structure, C2H4OS3. Source: OMol25; level of theory: ωB97M-V/def2-TZVPD.

The calculation puts the electronic energy at -36688.481 eV. The HOMO energy is -7.4 eV. The value obtained for the gap between HOMO and LUMO is 5.0 eV. For the largest force on an atom, the calculation gives 3.6 eV/A.

```
! wB97M-V def2-TZVPD RIJCOSX def2/J DEFGRID3
* xyz 0 1
H -0.63349 -2.26349 -1.26452
S 0.46186 2.01746 1.87675
C -1.70037 -0.67953 -0.10651
S 2.70805 1.49245 0.35959
H -2.04337 -0.55821 -1.05021
H 3.02564 0.63672 -0.68924
C 1.01607 1.17150 0.45852
H -2.25237 -0.16514 0.62540
S -0.89621 -2.16060 0.14027
O 0.31419 0.50884 -0.35003
*
```

***

No. 2
A molecular structure, C68H66IrN6OP2S. Source: OMol25; level of theory: ωB97M-V/def2-TZVPD.

The calculation puts the electronic energy at -114793.042 eV. The HOMO energy (alpha / beta) is -16.9 / -17.0 eV. Its expectation value of S² is 0.782. The value obtained for the gap between HOMO and LUMO (alpha / beta) is 6.6 / 5.0 eV. For the largest force on an atom, the calculation gives 3.9 eV/A.

```
! wB97M-V def2-TZVPD RIJCOSX def2/J DEFGRID3
* xyz 4 2
H -0.31338 -2.83787 3.17619
C 2.91021 -1.38419 -5.35930
C -2.21691 -2.83079 4.16629
H 4.49379 -1.93557 0.49077
H -3.68961 -1.67665 -5.13221
H -0.05988 4.64657 5.79732
C -0.82358 -1.32315 -3.33115
C -2.21225 5.20413 -0.43749
P 0.28506 0.00744 2.48660
H -2.33442 0.03930 -4.06048
H 6.14373 -3.05002 -0.94265
H -0.12581 -5.57774 0.72381
H -6.59416 0.91729 0.52945
C 0.28431 4.49074 -1.49148
C 5.62340 0.53069 1.94745
H -2.02366 1.55702 -2.61292
C -3.65267 -2.66783 1.39711
C 1.86657 -0.82687 -4.60609
C -3.53664 3.33513 -1.31641
C 4.01990 -1.78959 -3.28725
C -1.16738 -0.85983 3.21306
H 0.88400 -2.47090 -0.94221
H 1.34114 3.68443 -5.55420
H 2.01630 3.22191 -0.10656
H -2.09086 5.76975 -1.35916
H -4.37537 3.45816 -0.63065
H -1.06431 -4.75365 1.98333
C -2.30510 -0.12383 3.54736
H -1.40340 4.48866 3.72786
C 1.02963 1.63606 4.67102
S 2.29890 -0.18968 -0.08504
C -4.87186 1.89388 1.41607
C -1.29044 2.01970 -3.26889
C 1.89010 -0.69828 -3.22359
C -1.25088 2.95729 -0.35416
C -5.50703 0.98772 0.55901
H -6.45502 -0.67314 -1.29123
C -3.37315 -0.72893 4.20555
C 5.16702 -2.42695 -2.75629
C -0.58828 2.58343 3.16754
H -2.64823 3.51312 -4.00822
H 0.98490 -0.49530 -5.14547
H 1.53388 -4.01099 -0.38139
H -0.52394 4.57322 -2.20894
C 3.01605 -0.52218 2.53210
C 5.25038 -2.56951 -5.18143
H -3.15406 5.50855 0.02036
C 5.31207 -2.52300 -1.39588
C -3.31581 -2.07481 4.54738
H -4.12888 -2.53125 5.10628
C 6.37632 -0.71105 4.14655
H 7.01111 -2.44576 -3.85658
H -4.24355 -0.13680 4.47629
H 1.61385 -2.60149 0.67206
H -4.52355 -2.53396 0.74826
H -2.72231 -2.65678 -1.98177
C -2.73574 1.27884 0.42639
C -4.74542 0.12593 -0.24817
N -1.43501 -1.43778 -0.02353
C -3.31934 0.12671 -0.13659
H -1.17826 2.52436 2.26064
H 1.71205 0.85258 4.96779
C 4.13315 -0.73632 3.34733
C 3.99720 -1.87823 -4.69172
C 0.27990 1.53826 3.49755
H -3.03324 2.90610 1.81732
C -1.16310 -2.23457 3.47595
C -2.87650 -4.71396 0.26003
H 5.82776 -2.55117 5.24282
H -2.99197 -4.05552 -5.07240
C -2.78483 -1.96729 -4.60488
C 5.49336 -1.52030 5.14068
C -0.20531 -4.67573 1.32630
C 3.30288 -1.16866 -1.11909
H -0.96466 4.57502 -5.47786
H -2.35429 0.93966 3.34120
H 4.73477 1.14069 0.07618
H -2.16832 -3.88571 4.42228
H -3.72045 3.98110 -2.17308
H -3.82421 -4.69104 -0.28794
C 2.89169 -1.92679 4.99365
C -1.21696 -3.64876 -3.92134
N -2.27556 3.75206 -0.68672
C -0.71588 3.69068 3.98856
H -3.50084 2.30252 -1.65513
N -2.56166 -3.34277 0.68577
H 0.49540 -2.96773 -2.84883
H -5.08995 -2.31414 -2.61276
C 0.59880 3.21448 -4.91588
H -0.89200 -4.68492 -3.90981
H 1.17568 4.15548 -2.02203
C 1.75589 -0.87484 3.07213
C 0.90078 2.75051 5.49252
H 5.51557 -1.09835 6.14271
H 6.57899 0.99805 1.72907
H 5.82473 -1.91587 -5.83816
H 6.87951 0.12419 4.63348
H -3.32776 -1.70945 1.79008
C -2.39684 -3.29745 -4.57233
C -3.51493 2.09046 1.28518
C -0.69361 3.71733 -4.87133
C 5.42554 -0.24274 3.06948
N -0.28659 -3.47879 0.47534
H -1.40361 5.44720 0.24478
C 4.09924 -1.45841 4.55634
C 1.09755 3.27150 0.46102
C -2.64774 -1.01538 -0.59225
C -3.29529 -1.84633 -1.53926
H 2.79635 -2.48651 5.91740
C 3.32540 0.08188 1.28721
C -2.01176 -0.98667 -3.98182
O 1.99616 1.10996 -0.80320
H -3.95348 -3.29241 2.23560
C 3.01660 -1.17414 -2.51666
H 7.16834 -1.32189 3.71587
P 0.31923 -0.11057 -2.52837
H 1.95253 1.70287 -4.22763
H -2.10867 -5.10633 -0.40572
H -5.44907 2.50306 2.10704
C 4.56890 0.64229 1.03020
N -0.02375 3.48481 -0.45906
H 2.82557 -1.44454 -6.43891
H 1.47785 2.80594 6.40788
N -1.47862 1.65076 0.02305
C -1.39921 -2.74654 0.38134
C -5.37886 -0.75197 -1.15083
H 0.49524 5.46933 -1.05223
C 6.03369 -2.92872 -3.88712
H 6.23116 -3.99693 -3.79676
H 0.98986 2.35576 1.01706
H 1.16314 4.09818 1.16931
H 0.78341 -1.79356 4.73671
Ir -0.08835 0.09542 -0.04121
C -0.44056 -2.67200 -3.30978
C -1.63670 3.12468 -4.03801
H 0.69099 -4.60060 1.94199
C -4.62773 -1.67821 -1.86460
C 0.03235 3.77805 5.15619
C 4.36501 -1.88457 -0.58596
C 1.73123 -1.56866 4.27233
H 5.01440 -3.45140 -5.77871
H -3.00158 -5.38296 1.11132
C -0.01148 1.46623 -3.36731
C 0.94206 2.09527 -4.16520
C 1.00846 -3.10667 -0.08077
*
```

***

No. 3
A molecular structure, C28H29N5SiTi. Source: OMol25; level of theory: ωB97M-V/def2-TZVPD.

The calculation puts the electronic energy at -67945.249 eV. The HOMO energy (alpha / beta) is -10.5 / -10.4 eV. Its expectation value of S² is 0.764. The value obtained for the gap between HOMO and LUMO (alpha / beta) is 7.5 / 7.7 eV. For the largest force on an atom, the calculation gives 0.5 eV/A.

```
! wB97M-V def2-TZVPD RIJCOSX def2/J DEFGRID3
* xyz 1 2
H -2.72529 0.71607 2.99733
H -2.80953 -1.88408 3.84980
H -0.71486 -6.01255 0.57911
H -3.33092 -0.29434 0.52667
C 2.19783 0.71937 -1.73580
C 0.81784 4.13848 2.32193
H 4.85584 0.00799 -2.03916
H -2.56633 0.94898 -0.47689
C 4.52173 -1.89600 -0.91341
N 2.38827 -1.35938 -0.47641
H -0.60590 -0.04217 -2.81112
H -0.20656 2.96241 -1.04317
C -2.89423 -0.09295 -0.45378
C -3.70458 -4.76179 -0.39383
C 3.33430 -2.28635 -0.30198
H -0.03386 -3.69393 0.09548
H -4.06913 -2.74345 -1.00199
N -0.71293 0.24536 2.56501
C -1.95305 -0.03465 3.01625
H 1.75277 3.54139 0.49861
C 0.55231 2.43211 -1.60395
H 0.60202 4.90658 5.14858
H 1.43656 3.31210 -5.42159
H 0.24075 3.58759 -3.36743
H -1.80609 -1.26134 -3.26544
H -0.15768 -1.75604 -2.87299
C -0.17008 1.57734 2.42820
N 0.10407 -0.85033 2.72743
C 4.23903 -0.66826 -1.47243
C 0.02210 3.78134 3.41053
C 1.74927 2.09478 -3.67745
H -1.03729 2.14852 4.29441
C -1.07901 -3.98158 -0.02776
C 2.42547 1.05243 -3.06457
C -3.32418 -3.45170 -0.65689
C -0.27578 4.75447 4.51821
H 3.13411 0.46632 -3.63856
H 1.22389 5.14134 2.26414
C 0.61772 1.93156 1.32966
H -0.56285 5.72618 4.11674
Ti 0.64905 -0.88572 0.67458
C 1.24718 1.40137 -0.96965
H 3.06402 2.64558 -5.28976
H -3.06339 -6.70182 0.25952
C -0.44756 2.48100 3.44768
C -0.67375 -1.80661 3.24311
Si -1.45959 -1.25549 -0.80574
C -1.97245 -1.33965 3.44999
C -2.00247 -3.03449 -0.47945
H 1.72501 1.60772 -5.77009
C 2.00751 2.43637 -5.11930
N 0.93656 0.98753 0.34058
C -2.76727 -5.68108 0.05502
C -0.95560 -1.05816 -2.60926
C 0.80481 2.78025 -2.91694
H -1.08454 4.39515 5.15255
H 5.45624 -2.42673 -0.94351
C 1.11607 3.23875 1.31918
H -3.68617 -0.20724 -1.19858
H 3.12108 -3.18505 0.25487
N 2.96070 -0.36590 -1.19293
H -4.73311 -5.06585 -0.53988
C -1.44792 -5.29263 0.23710
H -0.27009 -2.78915 3.42950
*
```

***

No. 4
9 unconnected molecules or ions with the total composition C36H99N9O9. Source: OMol25; level of theory: ωB97M-V/def2-TZVPD.

The calculation puts the electronic energy at -70766.944 eV. The HOMO energy is -8.5 eV. As for the structure (SMILES): COC[C@H](C)N.COC[C@H](C)N.COC[C@H](C)N.COC[C@H](C)N.COC[C@H](C)N.COC[C@H](C)N.COC[C@H](C)N.COC[C@H](C)N.COC[C@H](C)N. The value obtained for the gap between HOMO and LUMO is 9.1 eV. For the largest force on an atom, the calculation gives 3.5 eV/A.

```
! wB97M-V def2-TZVPD RIJCOSX def2/J DEFGRID3
* xyz 0 1
H 0.03578 -0.32600 3.26189
H -1.98438 -1.61371 10.13184
H -0.12685 -3.32101 -6.03383
C -4.26067 5.45877 -0.17214
H -4.34343 3.02648 -2.29052
H -1.54820 5.48538 -0.64219
H 1.26075 -4.19306 0.02362
C -4.03479 -1.22756 4.96978
H 2.48015 5.87648 0.10270
H 3.34205 -6.70927 1.62094
C -2.51017 -2.21817 9.39274
N -0.59896 -1.03672 -4.73280
C -0.39348 0.41601 2.58864
H 4.45164 4.59156 1.90560
H 6.06669 -2.91656 -1.42595
H 4.15283 -4.82110 0.60390
H -4.28910 -1.64365 7.65127
C -1.79356 6.08169 0.23662
O 5.16171 -2.36709 -4.46183
H 2.34001 -4.97003 -1.09715
H -1.91408 -3.12970 9.34932
H 0.19079 2.29841 -0.67495
C 0.69897 -1.56241 -5.17104
H -5.23050 5.83962 -0.49224
H -0.65864 1.34192 3.09900
H 3.31984 -1.68001 -3.61748
C 1.74163 -0.48476 -5.54765
H -0.77741 1.12566 -1.55438
C -4.00478 0.89612 -3.49455
O 3.16080 5.08218 -1.76974
C -5.15230 1.43383 -2.59997
N 2.70261 -6.30384 0.95248
C 1.07259 0.29838 -0.79460
H 2.68110 -3.36316 -0.48639
H -1.62086 -1.74866 5.24393
C 3.11263 1.25142 -4.42827
H 1.00240 -2.20966 -4.34818
H -3.21314 7.24867 -1.85603
C -3.55598 -4.32417 1.79896
H 5.55151 -3.79494 -5.86598
H -2.75720 8.43377 -0.84227
C 3.56269 3.97500 1.77240
H -3.21795 0.18947 6.31841
O -2.38876 -1.45948 8.20329
H 3.89555 3.06075 2.26380
H 6.70720 -1.35117 -0.85157
C 0.24132 1.47609 -1.38861
H 1.89041 -4.35437 2.38104
H 3.80086 -3.28657 -5.67541
H 5.10378 3.57814 -0.70227
C 4.26794 -2.13484 -3.33055
N 4.17924 -0.76564 -1.24266
H -0.56417 -3.20188 0.24662
H 1.14861 -0.29687 -2.72474
H -5.68343 1.67913 -0.43945
H 2.29351 3.40003 0.09715
H 3.93492 0.63280 -4.78777
H -0.73000 -3.71825 1.78590
H -6.13738 1.11372 -2.93944
H 2.48133 7.10115 -2.05196
H -0.53688 -0.55832 0.40951
C 2.53175 -1.78045 2.95974
H 0.61338 1.89669 -2.32284
H 2.69080 -1.00658 -5.66965
H 2.08101 0.70793 -0.73578
H 3.57400 -4.33854 2.99225
H -3.62607 7.02544 0.90480
H -3.78451 2.04460 1.28057
H -4.34899 0.91138 -4.52866
H -1.71219 -2.29846 1.41764
H -5.06277 -1.26899 5.32986
C -3.29619 -1.79118 7.22647
N 4.32660 3.04457 -0.33978
H -1.14618 -0.64147 6.39643
C 2.57848 6.12856 -2.53438
H -4.41052 4.99809 0.80430
O -1.86251 5.31282 1.41093
H 4.10743 5.95882 -0.04089
H 2.62772 -0.75132 2.61365
N -5.17308 2.86110 -2.84229
O 1.95953 0.37984 -4.43941
C -3.69714 -5.19810 4.01319
H -3.88562 -2.24550 4.60974
H -0.35392 -0.13051 -4.36021
C -3.20383 6.63373 -0.02060
C -3.09014 -0.86518 6.07450
H 4.59358 -4.40302 -4.63587
H 3.26022 6.32952 -3.36077
O 2.92204 -2.60047 1.90355
H -1.09508 6.89718 0.42423
H -2.49050 -2.90688 -1.05213
C 4.75752 -3.47854 -5.18955
H -3.83228 4.72047 -0.85001
C 2.31576 -4.34972 -0.20120
H -1.13124 -0.84305 -5.56902
H 0.95749 -0.99444 0.92034
N -3.13428 -3.45628 -0.50094
H -3.49880 -2.53502 9.72486
H 4.14106 -3.03971 -2.73624
H -2.09958 -5.11397 0.31948
O -3.80480 2.06125 -0.83517
H 2.92111 2.14529 -5.02192
H 3.20104 -0.61301 -1.44250
N -3.42179 7.68382 -0.96879
H 0.26779 -1.27243 -1.76693
H -3.71598 -2.71948 -0.12831
C -3.18051 1.74320 0.42474
O 0.48311 0.86074 1.52881
H -0.52176 3.71248 0.80671
H 1.50569 -3.00108 -6.57616
H -1.34096 0.03770 2.20490
H 3.99025 2.74725 -1.24453
H -3.42485 -6.04675 4.64068
H -4.42990 -4.86754 1.43962
H 7.09536 -1.98682 -2.41543
N 1.13588 -0.75968 -1.82711
H 1.59438 5.77545 -2.84254
C 3.26028 3.86767 0.28360
H -3.90767 -3.34705 2.13007
C 0.44394 -0.10541 0.55429
H 1.51678 -2.01325 3.28186
H 2.77602 4.53808 2.27458
C 3.10734 -4.88176 0.90618
H 1.55617 0.02907 -6.49088
H 3.27107 -1.76682 3.76056
H -2.38492 2.48320 0.33781
H 0.23551 5.04332 1.55184
C -0.70497 4.49236 1.54585
N -1.72298 -0.80284 5.58319
H -3.94634 -0.60680 4.07819
H -4.73512 -5.39020 3.74151
C 2.91257 -4.03257 2.18171
H -3.08326 -2.81064 6.90482
H 4.19079 -1.62618 -0.71402
H 2.93971 -6.80762 0.10981
C 6.27877 -1.88334 -1.70089
C -4.95031 1.30378 -1.15343
C 3.28696 5.32871 -0.38425
H 0.10184 -2.20670 -7.30547
O -2.95804 -5.08193 2.82513
H -5.81146 3.34372 -2.22613
H -4.75728 0.25705 -0.91853
C 0.54609 -2.52965 -6.36396
C -2.52876 -4.16450 0.63950
H 3.41910 1.63570 -3.45538
H -2.77240 0.73249 0.42961
H -0.80451 3.95939 2.49143
H -3.52812 -4.30795 4.61914
C -1.33512 -3.23910 1.01626
H -3.10631 1.51216 -3.53126
H 5.43998 -0.24588 -2.71300
H -3.72101 -0.11371 -3.19823
C 5.01182 -1.17654 -2.34065
*
```